1.
# C5H4O

A single C5H4O molecule at a distorted geometry (ωB97M-V/def2-TZVPD, OMol25).

## Properties
max |F|: 3.37 eV/A
energy relative to the best compared isomer or geometry (same formula, charge and spin): 206.78 kJ/mol
SMILES: C#C/C=C\C=O
lowest unoccupied orbital energy: -0.50 eV

```
! RIJCOSX wB97M-V def2-TZVPD def2/J DEFGRID3
* xyz 0 1
C -2.02335 1.01879 -0.67405
C -1.18708 0.17218 -0.48846
C -0.19848 -0.85269 -0.56713
C 0.70389 -0.85042 0.42561
C 1.37126 0.44573 0.70198
O 2.50339 0.45023 1.18114
H -2.71951 1.79164 -0.90466
H -0.47086 -1.79034 -1.04469
H 1.25721 -1.74819 0.68129
H 0.76354 1.36308 0.68896
*
```

---

2.
# C6H11O2

2 unconnected molecules or ions with the total composition C6H11O2 at a distorted geometry (ωB97M-V/def2-TZVPD, OMol25).

## Properties
max |F|: 2.18 eV/A
energy relative to the best compared isomer or geometry (same formula, charge and spin): 85.87 kJ/mol
lowest unoccupied orbital energy: 4.08 eV

```
! RIJCOSX wB97M-V def2-TZVPD def2/J DEFGRID3
* xyz -1 1
C -0.44424 1.34393 -0.97573
C -0.14689 1.56448 0.48537
C -1.15189 1.90201 1.34039
C 1.33216 1.56011 0.88407
H -0.13302 2.24039 -1.56050
H -1.51656 1.24358 -1.14411
H 0.03832 0.43815 -1.32716
H -0.89030 2.15882 2.36834
H -2.17600 2.13145 0.95792
H 1.49744 1.88332 1.95235
H 1.88707 2.28024 0.25129
H 1.78812 0.54213 0.71820
O -1.21368 -1.47496 0.01265
C -0.05745 -1.92157 -0.25067
O 1.06744 -1.28806 -0.21735
C -0.00083 -3.39283 -0.75088
H 1.01540 -3.78535 -0.58468
H -0.75529 -4.04797 -0.31967
H -0.13980 -3.37786 -1.83982
*
```

---

3.
# C47H58FN6O10P2

3 unconnected molecules or ions with the total composition C47H58FN6O10P2 at a distorted geometry (ωB97M-V/def2-TZVPD, OMol25).

## Properties
max |F|: 5.60 eV/A
energy relative to the best compared isomer or geometry (same formula, charge and spin): 0.00 kJ/mol
lowest unoccupied orbital energy: -4.06 eV

```
! RIJCOSX wB97M-V def2-TZVPD def2/J DEFGRID3
* xyz 1 1
C -2.07596 -6.35286 2.89096
C -1.14325 -5.76334 1.73857
O 0.12922 -5.48881 2.35878
C 0.67978 -4.29473 1.80637
C 0.81013 -4.37484 0.21446
O 1.90811 -3.52333 -0.13731
C 1.55628 -2.52913 -1.10128
C 2.31813 -1.20775 -0.65831
O 1.89129 -0.75822 0.65027
C 0.85969 0.19783 0.44541
C 0.37813 0.87564 1.81358
C 1.40105 0.75929 2.98458
C 2.79065 1.48610 2.72293
F 0.84272 1.09528 4.25242
C -0.99276 0.16176 2.27175
N -2.06934 1.14849 1.94205
C -2.68907 1.88274 3.08032
C -4.15529 1.42936 3.43667
C -4.24440 0.49554 4.71554
C -5.79177 0.10690 4.87469
N -6.01516 -1.28382 5.33415
C -1.43494 1.92764 0.91803
N -2.00334 2.25918 -0.19749
C -3.39520 1.87746 -0.55763
C -4.46252 3.02105 -0.35496
C -5.64531 2.53220 0.55177
N -6.43025 3.49689 1.30253
O -5.96678 1.37594 0.62510
P -0.94213 3.20838 -1.33700
O -1.34410 4.82651 -1.30150
O -1.12896 2.54644 -2.88432
N -0.08586 2.20985 1.34677
P 0.13006 3.60492 2.36891
N -0.98362 4.66664 1.91980
H -1.43389 -6.71150 3.74086
H -2.69024 -5.50032 3.27438
H -2.76271 -7.14208 2.49952
H -1.66163 -4.84826 1.34798
H -1.00379 -6.52663 0.92557
H 1.73696 -4.15332 2.16969
H 0.12938 -3.35523 2.10844
H 0.96823 -5.43701 -0.13232
H -0.17970 -4.05690 -0.20260
H 0.46925 -2.26138 -1.12237
H 1.94226 -2.83030 -2.11773
H 2.12118 -0.45534 -1.46714
H 3.43318 -1.36057 -0.64295
H -0.01284 -0.22011 -0.14027
H 1.24479 1.06066 -0.17995
H 1.65451 -0.33548 3.06416
H 2.87741 2.26997 3.53015
H 2.81577 1.92923 1.69960
H 3.62498 0.76745 2.91536
H -1.03052 -0.33920 3.26585
H -1.20972 -0.64876 1.51549
H -2.70546 2.97694 2.81364
H -1.99759 1.79656 3.96768
H -4.55403 0.82744 2.58109
H -4.76582 2.34059 3.65927
H -3.86700 1.00357 5.64729
H -3.64481 -0.43257 4.52307
H -6.24312 0.19509 3.84819
H -6.30531 0.86363 5.53398
H -5.76613 -1.87808 4.53782
H -5.32825 -1.46270 6.07543
H -3.63251 0.93163 0.00033
H -3.38356 1.58423 -1.64470
H -4.92118 3.21272 -1.36794
H -4.02133 3.98865 -0.01071
H -7.32696 3.04810 1.50900
H -5.98327 3.65431 2.21042
H -2.30395 4.95039 -1.14195
H -1.89796 2.96158 -3.32702
H -0.07450 3.35850 3.75143
H 1.39630 4.19829 2.07307
H -1.54282 4.86092 2.75536
C 9.30534 -1.04300 5.87206
C 9.21188 -2.17290 6.68013
C 8.41521 -3.24062 6.29342
C 7.69878 -3.17854 5.10222
C 7.77365 -2.03557 4.30374
C 8.58786 -0.97341 4.68715
C 6.97750 -1.93432 3.05538
O 7.04395 -0.93966 2.35644
C 6.09107 -3.06362 2.67817
C 5.29510 -2.96145 1.54095
C 4.47162 -4.01533 1.17119
C 4.44740 -5.18143 1.93277
C 5.23522 -5.28632 3.07003
C 6.05169 -4.22481 3.45128
C 6.86334 -4.33425 4.68940
O 6.84002 -5.34960 5.35647
H 9.93539 -0.21339 6.17112
H 9.76343 -2.22062 7.61177
H 8.34960 -4.12006 6.92293
H 8.65962 -0.08989 4.06412
H 5.31313 -2.05691 0.94375
H 3.84890 -3.93039 0.28786
H 3.80900 -6.00774 1.64000
H 5.20975 -6.19355 3.66208
C -2.21774 3.52097 -12.68525
C -1.05330 4.20883 -12.35417
C -0.60225 4.22207 -11.04265
C -1.32035 3.55706 -10.05343
C -2.50151 2.88726 -10.38159
C -2.94091 2.86222 -11.70199
C -3.30459 2.21499 -9.33075
O -4.33009 1.62859 -9.61338
C -2.83687 2.27840 -7.92127
C -3.60805 1.70200 -6.91599
C -3.17397 1.74416 -5.59929
C -1.96110 2.35511 -5.28082
C -1.19338 2.93542 -6.28110
C -1.63328 2.90697 -7.60109
C -0.81945 3.56261 -8.65749
O 0.23525 4.09834 -8.37902
H -2.56375 3.50412 -13.71207
H -0.49642 4.73332 -13.12169
H 0.30723 4.75436 -10.79076
H -3.84928 2.33289 -11.96367
H -4.54957 1.22313 -7.15843
H -3.77993 1.29798 -4.81694
H -1.61071 2.38270 -4.23377
H -0.25319 3.41403 -6.03084
*
```

---

4.
# C4H8NO3

2 unconnected molecules or ions with the total composition C4H8NO3 (ωB97M-V/def2-TZVPD, OMol25).

## Properties
max |F|: 0.67 eV/A
energy relative to the best compared isomer or geometry (same formula, charge and spin): 106.44 kJ/mol
lowest unoccupied orbital energy: 3.28 eV

```
! RIJCOSX wB97M-V def2-TZVPD def2/J DEFGRID3
* xyz -1 1
C -0.19401 2.02742 -0.60937
C -0.47640 2.26029 0.85007
O -0.89643 1.41349 1.60909
N -0.28293 3.55788 1.28856
H 0.25818 1.04129 -0.71247
H 0.52178 2.73507 -1.02460
H -0.43798 3.76546 2.26283
H 0.24258 4.23815 0.76557
H -1.10406 2.05101 -1.21070
C 1.53384 -3.15499 -0.79789
C 0.21537 -2.31626 -0.67816
O -0.53005 -2.60085 0.28158
O 0.05521 -1.47107 -1.58948
H 1.52659 -3.99129 -0.09610
H 2.42145 -2.56393 -0.55303
H 1.59985 -3.52286 -1.82655
*
```

---

no.,electronic energy (Eh)
1,-268.03358
2,-385.72794
3,-3688.87143
4,-437.76494